(1)
Entry from OMol25: a structure of composition C15H14N4O3S (ωB97M-V/def2-TZVPD).

CARTESIAN COORDINATES (ANGSTROEM)
N (-4.063, -2.664, 0.097)
C (-4.765, -1.612, -0.155)
O (-5.797, -1.526, -0.801)
C (-4.365, -0.380, 0.539)
H (-5.218, 0.181, 0.515)
H (-4.038, -0.672, 1.585)
S (-3.247, 0.421, -0.228)
C (-1.767, -0.357, -0.118)
N (-1.746, -1.462, 0.602)
N (-0.369, -1.908, 0.759)
C (0.264, -0.783, 0.154)
N (-0.597, 0.093, -0.492)
C (-0.156, 0.953, -1.317)
C (-0.055, 2.470, -0.341)
C (0.005, 2.555, 0.841)
C (0.005, 3.942, 1.289)
C (0.053, 4.363, -0.024)
O (-0.112, 3.514, -0.937)
H (0.137, 5.649, -0.478)
H (0.121, 4.536, 2.216)
H (-0.012, 1.811, 1.639)
H (0.642, 1.034, -1.579)
H (-0.981, 1.381, -1.891)
C (1.702, -1.014, 0.179)
C (2.347, -2.157, -0.326)
C (3.800, -2.439, -0.209)
C (4.541, -1.517, -0.223)
C (3.991, 0.092, -0.138)
C (2.507, 0.027, 0.120)
H (2.199, 1.009, 0.210)
H (4.610, 0.905, -0.151)
O (5.847, -1.439, -0.466)
H (6.183, -2.298, -0.371)
H (4.138, -3.573, -0.294)
H (1.678, -3.263, -0.056)
H (-4.310, -3.320, -0.420)
H (-3.170, -2.550, 0.272)

Results
charge	0
E_HOMO	-8.2	eV
gap between HOMO and LUMO	7.87	eV
calculated total energy	-1422.3442	Ha

=====

(2)
Entry from OMol25: a structure of composition C5H8O2 (ωB97M-V/def2-TZVPD).

CARTESIAN COORDINATES (ANGSTROEM)
C (-1.311, 0.070, 0.443)
C (0.897, 1.620, 0.787)
C (0.263, 0.998, -0.437)
C (-0.096, -1.246, -0.200)
C (0.115, -2.221, -1.076)
O (-0.750, -1.192, 0.947)
O (0.074, 1.524, -1.501)
H (-1.466, 0.738, 1.286)
H (-2.193, -0.091, -0.173)
H (0.799, -0.288, -0.489)
H (0.329, 2.500, 1.089)
H (0.947, 0.912, 1.611)
H (1.907, 1.929, 0.513)
H (0.623, -2.018, -2.004)
H (-0.138, -3.233, -0.795)

Results
charge	0
E_HOMO	-8.1	eV
gap between HOMO and LUMO	8.38	eV
calculated total energy	-345.5783	Ha

=====

Copy entry 2 word for word.
Entry from OMol25: a structure of composition C5H8O2 (ωB97M-V/def2-TZVPD).

CARTESIAN COORDINATES (ANGSTROEM)
C (-1.311, 0.070, 0.443)
C (0.897, 1.620, 0.787)
C (0.263, 0.998, -0.437)
C (-0.096, -1.246, -0.200)
C (0.115, -2.221, -1.076)
O (-0.750, -1.192, 0.947)
O (0.074, 1.524, -1.501)
H (-1.466, 0.738, 1.286)
H (-2.193, -0.091, -0.173)
H (0.799, -0.288, -0.489)
H (0.329, 2.500, 1.089)
H (0.947, 0.912, 1.611)
H (1.907, 1.929, 0.513)
H (0.623, -2.018, -2.004)
H (-0.138, -3.233, -0.795)

Results
charge	0
E_HOMO	-8.1	eV
gap between HOMO and LUMO	8.38	eV
calculated total energy	-345.5783	Ha